<1>
ORCA calculation (ωB97M-V with the def2-TZVPD basis set) on one molecule with the formula BrH2NO2S.

Element x y z (Å)
N: 0.939 -0.649 0.030
S: -0.443 0.341 -0.026
O: -0.548 0.861 -1.370
O: -0.671 1.099 1.140
Br: -2.123 -1.022 -0.022
H: 1.584 -0.310 -0.634
H: 1.263 -0.321 0.883

Calculated values
* E_HOMO: -10.8 eV
* charge: 0
* orbital gap: 0.3981 hartree
* LUMO: -0.014 eV



<2>
ORCA calculation (ωB97M-V with the def2-TZVPD basis set) on BrH2NO2S as an isolated structure.

Element x y z (Å)
N: -0.532 0.002 -0.244
O: 0.606 -2.809 -0.929
O: -0.379 -1.508 -2.791
S: -0.382 -1.903 -1.410
Br: -2.497 -2.469 -0.920
H: -1.523 0.065 -0.497
H: -0.460 -0.068 0.761

Calculated values
* E_HOMO (spin up / spin down): -10.6 / -10.6 eV
* charge: 0
* orbital gap (spin up / spin down): 0.3147 / 0.3146 hartree
* LUMO (spin up / spin down): -2.059 / -2.058 eV



Stability ranking, top entry: <1>; the second entry is 1.643 eV less favorable.



<1>
ORCA calculation (ωB97M-V with the def2-TZVPD basis set) on an isolated ion of composition C6H9N2 and charge +1.

Element x y z (Å)
C: 4.215 -0.420 -0.174
C: 2.001 -0.827 0.665
C: -1.068 0.736 -0.565
C: -1.480 -0.393 0.386
C: 0.457 0.462 -0.694
C: -0.297 -0.524 1.207
N: 3.049 -0.466 -0.071
N: 0.860 -0.354 0.413
H: 5.259 -0.334 -0.537
H: -1.511 0.689 -1.428
H: -1.234 1.621 -0.028
H: -2.397 -0.281 0.938
H: -1.802 -1.327 -0.119
H: 0.624 -0.133 -1.560
H: 1.071 1.226 -1.048
H: -0.278 0.217 1.985
H: -0.207 -1.574 1.810

Calculated values
* E_HOMO (spin up / spin down): -11.8 / -15.0 eV
* ⟨S²⟩: 2.03
* charge: +1
* orbital gap (spin up / spin down): 0.2627 / 0.2943 hartree
* LUMO (spin up / spin down): -4.605 / -6.991 eV
* spin multiplicity: 3



<2>
ORCA calculation (ωB97M-V with the def2-TZVPD basis set) on an isolated ion of composition C6H9N2 and charge +1.

Element x y z (Å)
C: 0.852 1.453 0.183
C: 1.236 -0.596 0.492
C: -0.504 -0.029 -0.605
C: -2.834 -0.408 -1.067
C: 2.589 0.940 1.783
C: -1.355 -0.884 -1.472
N: -0.341 1.136 -0.208
N: 1.469 0.583 0.973
H: 2.107 -1.333 0.556
H: -2.874 -0.130 0.008
H: -3.294 -1.434 -1.392
H: -3.321 0.356 -1.627
H: 3.149 1.769 1.402
H: 2.170 1.075 2.846
H: 3.427 0.131 1.828
H: -1.107 -0.727 -2.477
H: -1.367 -1.901 -1.223

Calculated values
* E_HOMO (spin up / spin down): -12.8 / -14.6 eV
* ⟨S²⟩: 2.03
* charge: +1
* orbital gap (spin up / spin down): 0.3051 / 0.2898 hartree
* LUMO (spin up / spin down): -4.513 / -6.668 eV
* spin multiplicity: 3



Stability ranking, top entry: <1>; the second entry is 1.917 eV less favorable.



<1>
ORCA calculation (ωB97M-V with the def2-TZVPD basis set) on a 2-piece molecular cluster, C8H12NP overall.

Element x y z (Å)
C: 0.890 -1.342 -1.750
C: 0.262 -0.949 3.926
C: -0.130 -0.861 -1.321
C: 1.143 -1.381 3.242
C: 2.133 -1.953 -2.167
C: -0.682 -0.681 4.976
C: -2.753 1.795 -1.884
C: -0.456 1.562 -2.322
N: -1.628 1.077 -1.637
P: -1.647 -0.296 -0.691
H: 2.040 -2.201 -3.256
H: 2.943 -1.324 -2.086
H: 2.264 -2.819 -1.531
H: -1.693 -0.475 4.489
H: -0.680 -1.548 5.679
H: -0.450 0.196 5.649
H: -2.780 2.886 -1.981
H: -3.795 1.430 -1.545
H: 1.698 -1.733 2.422
H: -0.333 1.225 -3.401
H: -0.277 2.637 -2.130
H: 0.332 1.111 -1.853

Calculated values
* E_HOMO (spin up / spin down): -6.9 / -6.8 eV
* charge: 0
* orbital gap (spin up / spin down): 0.2525 / 0.2675 hartree
* LUMO (spin up / spin down): -0.069 / 0.515 eV



<2>
ORCA calculation (ωB97M-V with the def2-TZVPD basis set) on one molecule with the formula C8H12NP.

Element x y z (Å)
C: -1.603 -0.663 -2.013
C: -1.556 0.574 -2.385
C: -0.985 -1.299 -0.857
C: -0.874 1.692 -1.720
C: -0.170 -0.702 0.033
C: -0.162 1.469 -0.602
C: 2.028 -1.147 1.218
C: -0.141 -1.114 2.377
N: 0.568 -1.098 1.085
P: 0.443 2.722 0.489
H: -2.148 -1.254 -2.784
H: -1.813 0.789 -3.425
H: -1.056 -2.399 -0.695
H: -1.019 2.660 -2.234
H: 2.403 -0.238 1.766
H: 2.318 -2.099 1.861
H: 2.611 -1.121 0.300
H: -0.135 -2.166 2.709
H: 0.508 -0.448 2.970
H: -1.151 -0.754 2.248
H: 0.154 3.839 -0.406
H: 1.782 2.759 0.065

Calculated values
* E_HOMO: -7.7 eV
* charge: 0
* orbital gap: 0.3108 hartree
* LUMO: 0.789 eV



Stability ranking, top entry: <2>; the second entry is 1.161 eV less favorable.



<1>
ORCA calculation (ωB97M-V with the def2-TZVPD basis set) on one molecule with the formula CH3NO2S2.

Element x y z (Å)
C: -1.085 0.212 -0.364
N: -0.298 -0.784 0.236
O: 2.292 0.087 1.091
O: 0.801 -0.946 -0.532
S: -0.753 1.942 0.036
S: 2.276 -0.119 -0.318
H: -0.891 0.024 -1.370
H: -2.145 0.030 -0.018
H: -0.196 -0.446 1.239

Calculated values
* E_HOMO (spin up / spin down): -9.3 / -8.6 eV
* charge: 0
* orbital gap (spin up / spin down): 0.3052 / 0.2342 hartree
* LUMO (spin up / spin down): -1.045 / -2.274 eV



<2>
ORCA calculation (ωB97M-V with the def2-TZVPD basis set) on a 2-piece molecular cluster, CH3NO2S2 overall.

Element x y z (Å)
C: -1.331 -1.660 0.350
N: 1.889 2.233 -0.438
O: -0.367 -0.120 -1.589
O: 0.567 0.623 0.974
S: -1.163 -1.341 -1.217
S: 1.366 0.821 -0.217
H: -2.032 -2.344 0.841
H: -0.619 -0.984 0.912
H: 1.690 2.772 0.383

Calculated values
* E_HOMO: -10.1 eV
* charge: 0
* orbital gap: 0.3529 hartree
* LUMO: -0.543 eV



Stability ranking, top entry: <2>; the second entry is 1.961 eV less favorable.